Record 1
{
  "formula": "C24H21NO5",
  "method": "wB97M-V/def2-TZVPD",
  "species": ["C", "H", "H", "H", "O", "C", "O", "C", "C", "C", "C", "C", "C", "H", "H", "C", "H", "H", "O", "C", "O", "C", "N", "C", "O", "C", "C", "C", "C", "C", "C", "H", "H", "C", "C", "C", "C", "C", "C", "H", "H", "H", "H", "H", "H", "H", "H", "H", "H", "H", "H"],
  "positions_angstrom": [[-3.696137, -3.727414, 0.694013], [-4.082379, -2.769905, 0.744684], [-3.925772, -4.069868, -0.361395], [-3.918187, -4.423582, 1.413006], [-2.310873, -3.743667, 0.449012], [-1.890946, -2.957895, -0.378180], [-2.613991, -2.540314, -1.143091], [-0.386705, -2.681619, -0.474704], [0.334979, -3.235645, 0.580984], [1.786279, -3.064822, 0.733051], [2.310973, -2.029291, -0.197677], [1.513741, -1.597499, -1.360494], [0.282472, -2.109401, -1.439613], [-0.317769, -1.415379, -2.080766], [2.088726, -1.088234, -2.126278], [3.741631, -1.863597, 0.049052], [4.401491, -2.099068, -0.963663], [4.290777, -2.458369, 0.781882], [3.886053, -0.341394, 0.229921], [4.900713, 0.271992, 0.477398], [5.969182, -0.262900, 0.105196], [4.533950, 1.788206, 0.828848], [3.240064, 2.074416, 0.878689], [2.441346, 2.424109, -0.072149], [3.008694, 3.027251, -1.480419], [1.116246, 2.238730, -0.094864], [0.493308, 0.874603, 0.459413], [-0.850879, 1.056850, 0.474415], [-1.819994, 1.854964, 0.147494], [-1.150325, 3.011729, -0.430323], [0.195833, 3.312921, -0.631074], [0.587669, 4.059171, -1.152563], [-1.804826, 3.861508, -0.866601], [-3.221973, 1.591266, 0.076714], [-4.044085, 2.680363, 0.576932], [-5.340531, 2.785689, 0.680412], [-5.936133, 1.402079, 0.058214], [-5.166066, 0.392471, 0.013105], [-3.809990, 0.572695, -0.299145], [-3.295364, -0.135784, -0.623364], [-5.531901, -0.628070, -0.430661], [-7.173709, 1.342864, 0.520123], [-6.098155, 3.342368, 1.049809], [-3.608080, 3.528821, 0.933094], [-1.410274, 0.050593, 0.850142], [1.279543, 0.199551, 0.803287], [2.851567, 1.373820, 1.614242], [5.142523, 2.144147, -0.133593], [5.237620, 2.073445, 1.464442], [2.197939, -3.370444, 1.600915], [-0.071344, -3.816715, 1.377558]],
  "forces_ev_per_angstrom": [[0.526, -1.592, -5.173], [-0.663, 1.946, 0.738], [-1.669, -0.050, 1.421], [-0.511, -1.319, 1.792], [1.071, -4.158, 8.062], [6.841, 1.092, -1.346], [-5.275, 5.113, -7.000], [-1.577, -4.401, 5.483], [3.522, -0.148, 0.597], [-5.061, 4.667, -5.632], [-1.561, -4.063, 1.053], [5.253, -1.796, 3.213], [-2.018, 5.469, -4.175], [-0.034, -1.544, -0.539], [-0.666, 0.442, -0.019], [3.485, 2.203, -4.527], [-1.665, 0.705, 2.363], [-0.632, 0.584, 0.522], [-7.842, -4.605, 0.398], [6.211, 1.123, -1.668], [-0.356, 2.264, 2.158], [6.141, -2.734, -7.114], [-3.265, -2.194, 4.038], [6.037, 3.900, -8.969], [-2.341, -2.833, 7.238], [-7.309, -1.908, 0.580], [3.225, 7.623, -2.064], [-0.929, -10.500, 3.821], [2.685, 5.751, -3.615], [-2.682, 3.298, -1.593], [-0.439, -8.030, 4.324], [1.430, 3.313, -1.865], [0.674, -1.521, 0.709], [1.580, 8.632, 3.193], [1.206, 0.924, 0.374], [-1.478, -7.823, -4.444], [-6.781, 6.738, 6.456], [0.635, -6.202, -4.704], [-5.463, -1.463, 1.408], [4.099, -6.558, -2.987], [0.188, 1.678, 1.526], [3.566, -0.294, -2.266], [-1.352, 2.552, 1.141], [2.289, 2.099, 1.053], [1.428, 1.499, -0.422], [-1.269, -0.471, -0.041], [-0.238, 2.129, -1.430], [-2.062, 0.095, 1.402], [2.062, 1.674, 3.976], [1.876, -1.047, 2.414], [-0.893, -0.261, 0.142]],
  "homo_ev": -8.4,
  "orbital_gap_ev": 7.600,
  "total_charge": 0,
  "lumo_energy_ev": -0.8131,
  "de_lowest_kj_mol": 1533.1
}

---

Record 2
{
  "formula": "C16H32As3FeS4Sb",
  "method": "wB97M-V/def2-TZVPD",
  "species": ["Fe", "C", "C", "C", "C", "C", "H", "H", "H", "H", "H", "S", "Sb", "S", "S", "S", "C", "As", "C", "C", "C", "C", "C", "As", "C", "C", "C", "As", "C", "C", "H", "H", "H", "H", "H", "H", "H", "H", "H", "H", "H", "H", "H", "H", "H", "H", "H", "H", "H", "H", "H", "H", "H", "H", "H", "H", "H"],
  "positions_angstrom": [[0.809077, -1.272065, 1.481286], [3.545980, -1.925218, 2.875072], [3.095877, -1.040220, 1.805786], [3.609158, -1.623488, 0.587462], [4.098555, -2.858417, 0.899305], [4.158926, -3.008644, 2.273545], [3.461993, -1.697656, 3.918822], [2.906322, 0.063114, 1.898897], [3.699641, -0.988789, -0.311609], [4.426034, -3.612458, 0.246726], [4.550047, -3.945480, 2.734601], [-2.318408, -1.509672, 4.126796], [0.022092, -1.556227, 5.458003], [-1.272759, -2.450508, 2.715265], [0.780518, -2.931191, 3.145655], [0.848800, 0.514524, 4.821597], [-1.240836, 1.570632, 2.284464], [0.530508, 1.068294, 1.528556], [1.880320, 2.388378, 2.027980], [0.528207, 1.933826, -0.305411], [-0.287042, 1.290679, -1.515616], [-0.045122, 2.219986, -2.732192], [0.351732, -0.084363, -1.978493], [0.108171, -1.675312, -0.719129], [1.547455, -2.740378, -1.394942], [-1.481415, -2.544342, -1.508302], [-1.768604, 1.196224, -1.061667], [-3.133953, 0.859282, -2.522893], [-3.666051, 2.704584, -3.310035], [-4.723883, 0.616176, -1.423203], [-1.703252, 2.278693, 1.547808], [-1.136903, 2.045873, 3.252568], [-1.798899, 0.611111, 2.405818], [1.698296, 3.461539, 1.779191], [2.805758, 2.115338, 1.541714], [2.009465, 2.377660, 3.138829], [1.584318, 1.872083, -0.614898], [0.261360, 3.032983, -0.210388], [1.056239, 2.251569, -2.911325], [-0.423001, 3.222818, -2.550837], [-0.457097, 1.834067, -3.690220], [1.410740, 0.060668, -2.078491], [-0.054783, -0.422726, -2.954429], [1.088658, -3.192674, -2.299756], [1.850427, -3.448733, -0.575443], [2.407842, -2.156739, -1.765454], [-1.166067, -3.193408, -2.341338], [-2.050070, -1.713641, -1.866273], [-2.083978, -3.032007, -0.737226], [-2.143790, 2.166455, -0.649095], [-1.992024, 0.547605, -0.227347], [-2.949020, 3.495727, -3.094481], [-4.701805, 2.959513, -3.107320], [-3.515083, 2.398751, -4.425208], [-4.546035, -0.413501, -0.942264], [-5.635717, 0.496677, -2.051920], [-4.836920, 1.383027, -0.618538]],
  "forces_ev_per_angstrom": [[1.144, -1.404, 2.413], [-0.176, 0.915, -0.665], [1.000, 0.750, 0.265], [-1.136, 1.964, -0.016], [0.773, -0.016, -0.769], [-0.273, -1.314, 1.576], [-0.199, -0.067, 0.313], [0.651, -1.377, 0.246], [-0.262, -0.882, 0.180], [0.561, -0.716, -1.040], [-0.440, 0.989, -0.105], [0.340, 0.596, 1.965], [-0.874, 1.518, 1.254], [1.063, -1.365, -2.581], [-0.960, -0.295, -1.278], [0.018, -0.438, -0.066], [0.017, 0.237, -1.125], [-0.987, 2.487, -0.274], [-0.044, 1.009, 1.736], [-0.588, -0.276, -0.963], [0.429, -0.253, 0.510], [0.357, -0.514, -0.300], [-1.685, -0.351, 0.954], [-0.322, 1.003, -1.745], [0.164, -1.019, -0.853], [0.697, -0.014, 0.448], [-1.048, 1.696, -0.946], [0.075, 0.660, -0.427], [1.404, -1.982, -1.736], [-0.047, -1.510, 1.129], [0.106, -0.684, 0.759], [0.132, -0.072, 0.107], [0.307, 0.850, -0.109], [-0.430, -0.908, -0.184], [0.282, -0.202, -0.021], [0.080, -0.291, -0.918], [-0.136, 0.204, 0.235], [0.190, -1.249, -0.029], [-0.713, 0.240, 0.235], [0.023, 0.180, -0.037], [-0.125, 0.129, 0.641], [0.611, -0.015, -0.033], [0.134, 0.358, 0.439], [0.522, -0.432, 0.568], [-0.162, 0.518, -1.192], [-0.465, -0.199, 0.626], [-0.317, 0.167, 0.447], [-0.530, 0.421, -0.550], [0.343, -0.235, -0.181], [0.713, -0.319, -0.355], [0.309, -0.797, 0.075], [-0.204, 0.020, 0.170], [0.071, 0.019, 0.092], [-0.569, 1.007, 1.769], [-0.440, 1.499, -0.391], [0.679, 0.366, 0.439], [-0.061, -0.606, -0.700]],
  "homo_ev": [-2.0, -3.9],
  "orbital_gap_ev": [4.286, 6.196],
  "total_charge": -1,
  "lumo_energy_ev": [2.3149, 2.2913],
  "multiplicity": 6,
  "de_lowest_kj_mol": 98.4
}